# 1
Density functional theory data (ωB97M-V/def2-TZVPD) for C19H16Cl2O4PPdS as an isolated structure.

Output
Molar mass in g/mol: 548.70
Calculated total energy in eV: -76804.1662
Total charge: -1
Gap between HOMO and LUMO in eV: 6.826
Max |F| in eV/A: 0.59
Highest occupied orbital energy in eV: -4.041

Structure (XYZ):
```
44
Properties=species:S:1:pos:R:3:forces:R:3:mulliken_charge:R:1
Pd 2.1231 -0.1521 1.3295 0.49 -0.30 0.14 -0.818
Cl 1.9871 0.7619 4.7402 0.15 0.05 -0.06 -0.146
C 3.4517 1.1750 3.8196 -0.14 0.00 0.10 0.238
Cl 4.2289 -0.2900 3.1553 -0.31 0.18 -0.20 -0.180
H 4.1512 1.6440 4.5007 0.02 0.00 -0.03 0.315
H 3.1616 1.8208 2.9926 0.00 0.02 -0.01 -0.187
C 0.8511 -1.9137 -4.2561 0.01 0.00 0.01 -0.398
C -0.0482 -0.8960 -3.9735 0.00 0.00 -0.01 -0.696
C -0.2110 -0.4498 -2.6685 -0.01 0.00 0.03 0.081
C 0.5293 -1.0107 -1.6312 0.06 -0.02 -0.03 0.089
C 1.4453 -2.0176 -1.9296 0.00 0.00 0.00 -0.380
C 1.5985 -2.4756 -3.2292 0.00 0.00 -0.01 -0.588
P 0.3804 -0.5047 0.1270 -0.29 0.48 -0.04 1.361
C -0.9751 -1.6100 0.6885 -0.06 -0.14 -0.01 -0.280
C -1.8440 -2.2894 -0.1634 0.04 0.02 0.02 0.169
C -2.8687 -3.0751 0.3494 0.00 0.00 0.00 -0.736
C -3.0451 -3.1822 1.7214 0.02 0.01 -0.01 -0.422
C -2.1811 -2.5125 2.5790 -0.03 -0.02 0.03 -0.590
C -1.1480 -1.7445 2.0655 0.05 0.03 -0.04 -0.351
C -0.5690 1.0766 -0.0397 0.05 -0.07 -0.11 0.230
C -1.9394 1.1883 0.1898 -0.01 0.00 0.00 -0.250
C -2.5905 2.4107 0.0992 -0.04 -0.01 0.00 -0.818
C -1.8758 3.5519 -0.2352 0.05 -0.03 0.00 -0.463
C -0.5149 3.4672 -0.4800 -0.08 0.04 0.03 -0.329
C 0.1287 2.2417 -0.3798 0.07 0.10 -0.02 0.199
H 0.9808 -2.2583 -5.2749 0.00 0.00 0.00 0.365
H -0.6230 -0.4429 -4.7724 0.00 0.00 0.01 0.382
H -0.9145 0.3458 -2.4542 0.01 0.00 -0.01 0.377
H 2.0514 -2.4233 -1.1272 0.00 -0.01 0.00 0.312
H 2.3146 -3.2589 -3.4454 0.00 0.00 0.01 0.380
H -1.7182 -2.2034 -1.2355 -0.02 -0.01 -0.01 0.327
H -3.5330 -3.6013 -0.3258 0.00 0.00 0.00 0.387
H -3.8469 -3.7907 2.1217 0.00 0.00 0.00 0.357
H -2.3073 -2.6005 3.6514 0.01 0.01 0.00 0.387
H -0.4458 -1.2387 2.7208 -0.02 -0.01 0.02 0.401
H -2.5094 0.3059 0.4526 0.00 0.02 0.00 0.271
H -3.6553 2.4678 0.2895 0.00 0.00 0.01 0.395
H -2.3763 4.5101 -0.3040 0.00 0.00 0.00 0.368
H 0.0786 4.3368 -0.7310 0.00 -0.01 0.00 0.510
O 2.6525 4.2878 -0.3589 0.04 0.07 -0.10 -0.678
S 2.5433 3.0018 0.2825 -0.13 0.07 0.50 1.075
O 1.4641 2.1571 -0.6735 -0.09 -0.31 0.02 -0.390
O 3.7104 2.1532 0.2170 0.03 -0.06 -0.04 -0.616
O 1.9078 3.0374 1.5956 0.12 -0.11 -0.18 -0.661
```
Positions in Å, forces in eV/Å.

---

# 2
Density functional theory data (ωB97M-V/def2-TZVPD) for C19H16ClIN6O6Ru as an isolated structure.

Output
Molar mass in g/mol: 687.80
Calculated total energy in eV: -64389.5251
Expectation value of S²: 8.760
Total charge: +1
Gap between HOMO and LUMO (alpha / beta) in eV: 7.694 / 6.335
2S+1: 6
Max |F| in eV/A: 0.40
Highest occupied orbital energy (alpha / beta) in eV: -11.109 / -11.175

Structure (XYZ):
```
50
Properties=species:S:1:pos:R:3:forces:R:3:mulliken_charge:R:1
Ru 1.5296 -0.7208 -0.3225 0.20 0.00 -0.13 1.183
Cl -2.2067 -0.6163 5.6185 0.04 -0.02 -0.04 -0.227
C -1.3107 -1.0792 4.2105 -0.05 0.02 0.05 0.535
C -1.3988 -2.3567 3.7382 0.00 -0.02 -0.01 -0.633
C -0.6675 -2.7640 2.6000 -0.06 0.00 0.06 -0.219
I -0.8580 -4.6952 1.8701 -0.02 0.01 -0.02 0.118
C 0.1591 -1.8847 1.9437 0.13 0.06 -0.15 0.419
O 0.9153 -2.1970 0.9072 -0.10 -0.13 0.02 -0.952
C 0.1920 -0.5333 2.4002 -0.04 0.02 0.07 0.386
N 0.9262 0.3350 1.6513 -0.04 -0.12 -0.02 -0.048
C 1.0549 1.5813 2.0404 -0.04 0.10 0.06 -0.216
C 0.4509 2.0675 3.2138 0.04 -0.07 -0.11 -1.011
C -0.3364 1.2254 3.9497 -0.03 0.03 0.03 -0.687
C -0.5029 -0.1187 3.5468 -0.02 0.10 0.08 0.462
H -2.0306 -3.0683 4.2517 0.01 -0.02 -0.01 0.443
H 1.6480 2.2270 1.4030 0.00 0.02 0.03 0.466
H 0.6033 3.0946 3.5112 0.01 0.01 -0.01 0.430
H -0.8325 1.5790 4.8434 -0.01 -0.03 0.01 0.462
C -0.4861 2.6033 -1.4838 0.01 -0.02 0.01 -1.059
C 0.9787 2.4062 -1.6322 -0.07 0.01 -0.02 0.002
N 1.6674 1.3477 -1.2363 0.07 0.14 -0.02 0.002
C 2.9884 1.5750 -1.5768 -0.06 -0.07 0.14 0.177
C 3.0898 2.7851 -2.1861 0.00 0.08 -0.02 0.007
N 1.8148 3.2890 -2.2055 0.04 -0.04 -0.01 -0.002
C 4.1882 3.6128 -2.7650 0.12 0.07 0.07 0.505
O 5.4023 3.1148 -2.7259 -0.08 0.04 -0.04 -0.517
O 3.9069 4.6941 -3.2147 -0.03 -0.02 -0.04 -0.583
C 4.0142 0.5453 -1.2676 -0.09 -0.14 -0.36 1.051
O 5.1739 0.7088 -1.5917 0.06 0.04 0.16 -0.753
O 3.5371 -0.5233 -0.6927 0.07 0.03 0.10 -0.738
H -0.9041 1.7568 -0.9435 -0.01 0.00 0.00 0.039
H -0.9673 2.6664 -2.4604 0.00 0.00 0.00 0.373
H -0.7044 3.5233 -0.9410 0.01 0.00 0.01 0.372
H 1.6014 4.1908 -2.6120 -0.01 0.00 0.00 0.257
H 5.4222 2.2098 -2.3156 0.02 -0.05 0.00 0.463
C -4.0112 -3.0917 -1.5532 0.00 -0.01 0.00 -1.068
N -2.7699 -2.3396 -1.5538 0.02 0.04 -0.02 0.093
C -1.6432 -2.5957 -2.4361 -0.03 -0.02 0.04 -0.439
C -0.6176 -1.6680 -1.8328 -0.09 -0.01 0.05 0.520
O 0.5749 -1.5998 -2.1715 0.09 0.12 0.10 -0.735
N -1.1359 -0.9613 -0.8140 -0.05 -0.19 -0.12 -0.017
C -2.3833 -1.4533 -0.6361 -0.03 0.03 0.09 0.203
N -3.1470 -1.0676 0.3805 0.03 0.03 -0.04 -0.285
H -4.1583 -3.5184 -2.5417 0.00 0.00 0.00 0.360
H -4.8542 -2.4308 -1.3521 0.00 0.01 -0.01 0.390
H -3.9908 -3.9000 -0.8198 0.02 0.00 0.00 0.339
H -1.8529 -2.3442 -3.4771 -0.02 0.01 0.01 0.351
H -1.3062 -3.6322 -2.3786 0.03 0.01 0.01 0.378
H -2.7395 -0.4649 1.0755 -0.01 -0.01 0.02 0.174
H -4.0236 -1.5142 0.5845 0.00 0.00 0.01 0.230
```
Positions in Å, forces in eV/Å.

---

# 3
Density functional theory data (ωB97M-V/def2-TZVPD) for C19H16ClN3O4S in the gas phase in a non-equilibrium geometry.

Output
Molar mass in g/mol: 417.87
Calculated total energy in eV: -55979.4660
Total charge: 0
Gap between HOMO and LUMO in eV: 8.491
Max |F| in eV/A: 1.63
Highest occupied orbital energy in eV: -9.055

Structure (XYZ):
```
44
Properties=species:S:1:pos:R:3:forces:R:3:mulliken_charge:R:1
C -5.2418 -3.2826 -0.3047 0.10 0.05 0.26 -1.235
C -5.1836 -1.9460 0.3336 -0.11 0.71 -0.31 0.297
C -5.4069 -0.6897 -0.1475 0.06 -0.55 0.38 -0.032
C -5.1722 0.1448 0.9784 0.07 -1.62 -0.15 0.197
N -4.8327 -0.5688 2.0262 0.06 1.29 0.33 -0.652
O -4.8463 -1.8713 1.6325 -0.15 -0.60 -0.45 -0.117
N -5.2777 1.5126 1.0113 -0.02 0.91 -0.38 -0.206
H -5.0971 1.9199 1.9164 0.09 0.22 0.08 0.344
S -4.6255 2.3984 -0.2753 0.17 -0.06 0.49 1.166
O -4.6605 3.7611 0.1542 0.17 -0.11 0.26 -0.689
O -5.3058 2.0173 -1.4715 0.15 -0.35 0.05 -0.648
C -2.9455 1.8011 -0.3132 -0.67 0.26 -0.16 0.082
C -2.0411 2.3145 0.5972 0.15 0.06 0.06 -0.812
C -0.7600 1.8041 0.6388 -0.08 -0.07 -0.06 -0.754
C -0.3843 0.7688 -0.2237 -0.47 0.07 -0.16 0.821
C -1.3095 0.2645 -1.1392 0.09 -0.11 -0.07 -0.649
C -2.5890 0.7860 -1.1789 -0.02 0.08 -0.01 -0.313
H -3.3161 0.4223 -1.8862 -0.02 -0.10 -0.11 0.485
H -1.0186 -0.5302 -1.8054 -0.02 0.02 0.00 0.518
N 0.9195 0.2967 -0.1375 0.31 0.20 0.25 -0.146
C 1.4986 -0.7592 -0.8000 -0.09 0.20 0.13 0.538
O 0.9056 -1.4927 -1.5617 0.00 -0.11 -0.04 -0.628
C 2.9352 -0.9488 -0.5037 0.46 0.16 -0.01 -0.452
C 3.8024 0.0265 -0.2128 -0.62 -0.23 -0.14 -0.234
C 5.2315 -0.1304 0.0072 0.66 -0.03 0.12 1.039
C 6.0171 1.0204 0.1066 -0.09 -0.16 -0.02 -0.779
C 7.3805 0.9179 0.3110 0.00 -0.24 0.01 0.288
C 7.9924 -0.3205 0.4284 -0.03 0.17 -0.01 -0.524
C 7.2143 -1.4631 0.3387 -0.03 -0.01 -0.02 -0.540
C 5.8517 -1.3759 0.1306 -0.09 0.13 -0.02 -0.638
H 5.2656 -2.2787 0.0716 -0.06 -0.11 0.00 0.274
H 7.6819 -2.4313 0.4332 0.04 -0.08 0.01 0.388
H 9.0566 -0.3865 0.5888 0.10 0.02 0.02 0.414
Cl 8.3328 2.3567 0.4245 0.08 0.13 0.01 -0.216
H 5.5638 1.9960 0.0160 -0.04 0.10 0.00 0.386
H 3.4587 1.0538 -0.1624 -0.10 0.07 -0.02 0.309
H 3.2645 -1.9664 -0.6512 0.03 -0.09 -0.01 0.316
H 1.4980 0.7724 0.5411 -0.07 -0.19 -0.12 0.136
H -0.0432 2.2015 1.3432 0.07 0.05 0.08 0.338
H -2.3505 3.1164 1.2484 0.07 0.11 0.13 0.433
H -5.7070 -0.3726 -1.1218 -0.10 -0.06 -0.27 0.533
H -5.8470 -3.9576 0.2970 -0.06 -0.07 -0.02 0.345
H -4.2404 -3.7048 -0.3789 0.03 -0.06 -0.05 0.294
H -5.6684 -3.1964 -1.2989 -0.02 -0.02 -0.04 0.319
```
Positions in Å, forces in eV/Å.